No. 1
Computed, not measured: C4H8OYb as an isolated structure at a distorted geometry, with the ωB97M-V functional and the def2-TZVPD basis.

CARTESIAN COORDINATES (ANGSTROEM)
H -0.1244 -1.4313 0.5337
C 0.7423 -0.5188 1.0956
C 0.9124 1.0468 0.9765
C -0.2718 0.6325 0.2770
C -0.5930 0.2779 -1.1420
O -1.0071 -1.0693 -1.1740
Yb -2.2605 -2.2645 -2.8074
H 1.0601 -0.8566 2.0830
H 1.1899 -0.7697 0.1285
H 1.7546 1.3331 0.3446
H 0.7971 1.5615 1.9288
H -1.1625 0.5949 0.9145
H 0.3203 0.4336 -1.7415
H -1.3574 1.0298 -1.4173

⟨S²⟩: 0.755
LUMO level (spin up / spin down): -13.827 / -16.962 eV
net charge: +3
gap between HOMO and LUMO (spin up / spin down): 9.98 / 6.75 eV
strongest force on any atom: 5.1 eV/Å
2S+1: 2
electronic energy: -37816.49726 eV

=====

No. 2
Computed, not measured: CH6OSi in the gas phase at a distorted geometry, with the ωB97M-V functional and the def2-TZVPD basis.

CARTESIAN COORDINATES (ANGSTROEM)
O -1.2034 0.6380 -0.8632
C -0.4315 0.4438 0.3512
Si 0.8618 -0.9352 0.0397
H -1.2966 1.5585 -1.1331
H -1.1973 0.3519 1.2779
H 0.0982 1.4148 0.6128
H 0.9201 -0.8793 -1.4353
H 1.9658 -0.2675 0.5983
H 0.2830 -2.3252 0.5516

LUMO level: 0.912 eV
net charge: 0
gap between HOMO and LUMO: 10.74 eV
strongest force on any atom: 3.0 eV/Å
SMILES: OC[SiH3]
electronic energy: -11057.55813 eV